1.
Molecular formula: C5H14NO2
Method: DFT, the ωB97M-V functional and the def2-TZVPD basis

```
22
Properties=species:S:1:pos:R:3:nbo_charge:R:1
N -2.2079 0.1726 1.4928 -0.65
H -3.5948 0.5225 2.9487 0.18
C -3.2953 -0.3168 2.3220 -0.40
H 1.1165 0.3943 1.7406 0.20
H 2.2208 0.9461 -0.3083 0.10
H -0.2173 1.0363 -0.2024 0.19
C 1.6477 0.1009 -0.7671 0.00
H -0.8813 1.5640 2.2232 0.18
H 2.1086 -0.8707 -0.5000 0.09
H -4.0894 -0.7319 1.6987 0.19
H -1.9839 -0.3356 0.6554 0.37
O 1.4708 0.4141 -2.0714 -0.93
O 2.6873 -0.3925 -4.1167 -1.05
H -3.0862 -1.1321 3.0299 0.14
H 2.1419 -0.1275 -3.2464 0.51
H 2.0118 -0.8877 -4.6053 0.43
H 0.3580 -1.2413 1.7328 0.19
H -0.3785 -0.5545 -0.7026 0.19
C 0.2618 0.0441 -0.0548 -0.45
C 0.2148 -0.2050 1.4485 -0.43
H -0.9698 0.1126 3.2669 0.17
C -0.9268 0.4743 2.2391 -0.21
```

For the LUMO energy, the calculation gives 3.3 eV. As for the net charge: -1. The value obtained for the molar mass is 120.2 g mol⁻¹. As for the frontier orbital gap: 6.66 eV. Its energy above the lowest of the compared OMol25 structures with the same formula, charge and spin is 25.1 kcal per mole. As for the electronic energy: -404.114509 Ha. The spin multiplicity is 1.


2.
Molecular formula: C5H14NO2
Method: DFT, the ωB97M-V functional and the def2-TZVPD basis

```
22
Properties=species:S:1:pos:R:3:nbo_charge:R:1
O 1.6193 1.9154 2.3226 -0.95
C 0.4974 1.8628 1.4649 -0.05
H 2.2978 -0.0084 0.2334 0.21
N -1.0157 -2.1368 -1.0504 -0.60
H 2.6931 2.5267 1.2674 0.51
H -2.9884 -1.1190 -0.8877 0.13
H -1.2726 -4.0138 -0.4838 0.26
O 3.1033 3.4408 0.8566 -1.06
C -1.8829 -3.3350 -1.0782 -0.46
H 0.5589 2.6945 0.6185 0.09
C 0.2415 0.5779 0.6617 -0.41
H -0.4066 2.0205 2.1168 0.11
H 1.8462 1.1698 -0.8901 0.22
C -2.0834 -1.4440 -1.4220 0.23
H 0.0440 -0.3298 1.3862 0.18
H -0.8020 0.6389 0.1267 0.14
H 0.9888 -0.5592 -1.0681 0.21
H -2.9492 -3.3759 -0.6681 0.17
H 2.6126 4.0434 1.5022 0.45
C 1.3356 0.2866 -0.3882 -0.66
H -2.1055 -3.4399 -2.1513 0.16
H -2.3323 -1.4156 -2.4691 0.11
```

For the LUMO energy, the calculation gives 2.0 eV. As for the net charge: -1. The value obtained for the molar mass is 120.2 g mol⁻¹. As for the frontier orbital gap: 5.02 eV. Its energy above the lowest of the compared OMol25 structures with the same formula, charge and spin is 143.1 kcal per mole. As for the electronic energy: -403.926580 Ha. The spin multiplicity is 1.


3.
Molecular formula: C5H14NO2
Method: DFT, the ωB97M-V functional and the def2-TZVPD basis

```
22
Properties=species:S:1:pos:R:3:nbo_charge:R:1
H -0.5460 -2.4578 -2.8223 0.20
H 0.1976 -0.7712 -2.6667 0.21
H -1.7662 -0.9236 0.6037 0.36
H 0.9580 -1.4333 0.1395 0.12
C -0.3128 0.4092 0.1764 -0.10
O 1.2089 1.9548 2.4132 -1.08
H 1.1767 0.8438 2.4643 0.50
H 0.8450 1.8793 -1.0337 0.20
N -1.4943 -0.3893 -0.2110 -0.65
C -0.1477 1.4459 -0.9478 -0.61
C -1.5310 -1.1932 -1.4298 -0.21
C 0.9752 -0.3968 0.5045 -0.05
H -2.1812 -2.0530 -1.2475 0.18
H -2.1156 -0.6031 -2.1442 0.16
H -0.4876 0.9444 1.1055 0.24
H 1.8483 0.0620 -0.0302 0.09
H -0.9297 2.1857 -0.7625 0.20
C -0.2707 -1.6139 -2.1899 -0.64
O 1.2532 -0.4081 1.8592 -0.93
H 0.5395 -1.9907 -1.5652 0.22
H 1.9207 1.9140 1.7636 0.43
H -0.4528 1.0867 -1.9363 0.18
```

For the LUMO energy, the calculation gives 3.7 eV. As for the net charge: -1. The value obtained for the molar mass is 120.2 g mol⁻¹. As for the frontier orbital gap: 6.99 eV. Its energy above the lowest of the compared OMol25 structures with the same formula, charge and spin is 28.2 kcal per mole. As for the electronic energy: -404.109648 Ha. The spin multiplicity is 1.


4.
Molecular formula: C5H14NO2
Method: DFT, the ωB97M-V functional and the def2-TZVPD basis

```
22
Properties=species:S:1:pos:R:3:nbo_charge:R:1
H 1.2726 1.2950 -1.8800 0.18
H -3.1072 0.3977 -0.7745 0.43
O -2.6322 -0.3223 -0.5199 -1.18
C 0.6592 0.6323 -1.2311 -0.45
O -0.7855 -0.9716 -2.1840 -0.88
H -0.6633 -1.2068 0.9131 0.20
H 1.1263 -0.9806 -2.4980 0.14
H -0.3366 1.1225 -1.2191 0.22
H 1.9265 0.2151 2.0435 0.18
N -1.1492 0.6556 1.8769 -0.86
H 0.4917 -1.6907 -0.9198 0.14
H -1.2499 1.1657 0.9956 0.36
H -1.7062 -0.7482 -1.2959 0.50
H -2.0423 0.2393 1.9900 0.36
C 1.2875 -0.1904 1.1359 -0.40
H 1.1540 1.9240 0.5210 0.19
C 1.3886 0.9255 0.0685 -0.38
H 2.4744 0.9214 -0.2073 0.17
H -0.0354 -1.0584 2.5846 0.17
C -0.1988 -0.5377 1.6349 -0.23
C 0.4721 -0.7870 -1.6491 -0.08
H 1.6538 -1.0004 0.6147 0.20
```

For the LUMO energy, the calculation gives 4.0 eV. As for the net charge: -1. The value obtained for the molar mass is 120.2 g mol⁻¹. As for the frontier orbital gap: 7.93 eV. Its energy above the lowest of the compared OMol25 structures with the same formula, charge and spin is 39.5 kcal per mole. As for the electronic energy: -404.091621 Ha. The spin multiplicity is 1.


5.
Molecular formula: C5H14NO2
Method: DFT, the ωB97M-V functional and the def2-TZVPD basis

```
22
Properties=species:S:1:pos:R:3:nbo_charge:R:1
H -1.6678 -0.1715 1.0934 0.21
C 0.2949 -0.6584 0.9243 -0.11
H 1.7278 0.9066 0.1415 0.17
N 0.1952 -1.2343 2.4131 -0.69
H 1.0103 -0.9048 2.9801 0.45
C -1.1722 0.4902 -0.8011 -0.45
H 0.3172 -1.4518 0.2713 0.24
H -0.7691 -1.6376 -1.1933 0.18
H 1.7469 2.8484 -1.5250 0.48
C -1.3231 -0.7585 -1.6552 -0.63
H -2.0541 1.1800 -0.9628 0.24
H -0.8094 -0.6008 -2.6717 0.24
C 1.7280 0.0025 0.7187 0.38
H -0.6060 1.3917 1.0324 0.25
H 1.7223 1.7202 -2.3467 0.47
H -2.3624 -0.9553 -1.9858 0.24
H -0.5161 1.1907 -1.2035 0.26
C -0.8314 0.3727 0.6993 -0.44
O 2.6809 -0.7695 0.7738 -0.46
H -0.6634 -0.9669 2.8677 0.45
H 0.2605 -2.2294 2.2779 0.45
O 1.0909 2.2358 -1.8484 -0.93
```

For the LUMO energy, the calculation gives -4.2 eV. As for the net charge: +1. The value obtained for the molar mass is 120.2 g mol⁻¹. As for the frontier orbital gap: 9.94 eV. Its energy above the lowest of the compared OMol25 structures with the same formula, charge and spin is 74.8 kcal per mole. As for the electronic energy: -403.822166 Ha. The spin multiplicity is 1.


6.
Molecular formula: C5H14NO2P
Method: DFT, the ωB97M-V functional and the def2-TZVPD basis

```
23
Properties=species:S:1:pos:R:3:nbo_charge:R:1
H 2.0560 1.9043 -0.6078 0.19
P -2.2042 -0.6004 -0.3112 2.25
O -2.8077 0.5731 0.2947 -1.11
H -3.8128 -1.6396 0.3173 0.49
H 0.3139 0.7923 1.5303 0.21
H -0.4085 -1.6647 -0.9832 0.23
H 0.9541 2.7460 0.4579 0.20
O -2.9593 -2.0910 0.2329 -0.96
H 2.6827 2.4752 0.8606 0.20
H 0.1316 0.9240 -1.2235 0.22
H 1.4770 -0.2258 -1.1771 0.21
C 1.7106 2.1068 0.4079 -0.59
C 1.1793 0.6499 0.8115 -0.20
H -0.2460 -1.5725 0.7362 0.24
C 2.2501 -0.2588 1.2699 -0.64
H 2.0368 -0.2539 2.3986 0.23
C -0.4068 -0.8454 -0.2805 -0.81
H 1.9406 -1.2943 1.1482 0.21
H -2.5286 -1.5101 -2.2142 0.41
C 0.6082 0.2098 -0.5852 -0.42
H 3.2384 -0.1449 0.9689 0.22
H -2.5362 0.3108 -2.1982 0.42
N -2.6692 -0.5908 -1.8539 -1.23
```

For the LUMO energy, the calculation gives 0.7 eV. The value obtained for the molar mass is 151.1 g mol⁻¹. As for the SMILES: CC(C)CC[P@](N)(=O)O. As for the frontier orbital gap: 11.08 eV. Its energy above the lowest of the compared OMol25 structures with the same formula, charge and spin is 3.1 kcal per mole. As for the electronic energy: -745.493100 Ha. The spin multiplicity is 1.


7.
Molecular formula: C5H14NO3S
Method: DFT, the ωB97M-V functional and the def2-TZVPD basis

```
24
Properties=species:S:1:pos:R:3:nbo_charge:R:1
C -0.1266 0.7185 -1.2347 0.70
C 0.8730 -1.4762 -0.6258 -0.28
H -2.2620 2.0902 0.8422 0.49
N -0.2122 -0.6307 -1.1518 -0.61
H 1.5486 -0.8512 -0.0301 0.27
H -2.3818 -1.6393 1.4815 0.46
O -2.1867 1.6377 1.6963 -0.98
H -1.2266 1.4975 1.6889 0.49
C 1.7428 2.0282 -0.0704 -0.51
C 0.3115 -2.6049 0.2098 -0.63
H -1.1433 -0.9401 -0.9220 0.39
H -0.6578 -2.9730 -0.1263 0.19
H 0.2622 -2.2836 1.2610 0.22
H 1.5348 -1.7428 -1.4378 0.17
S 2.0613 0.9881 1.3858 -0.69
H -2.9301 -0.2022 1.7807 0.51
O -3.1841 -1.1427 1.7122 -0.98
H 1.1303 2.8642 0.2046 0.18
H 1.9583 0.7382 -1.8065 0.20
H 1.0855 2.1805 -2.1219 0.22
C 1.2066 1.3936 -1.3606 -0.51
H 2.7384 2.3957 -0.3458 0.18
O -1.1609 1.3880 -1.2895 -0.69
H 1.0188 -3.4338 0.2603 0.21
```

For the LUMO energy, the calculation gives 3.5 eV. As for the net charge: -1. The value obtained for the molar mass is 168.2 g mol⁻¹. As for the frontier orbital gap: 6.68 eV. Its energy above the lowest of the compared OMol25 structures with the same formula, charge and spin is 1.0 kcal per mole. As for the electronic energy: -877.642885 Ha. The spin multiplicity is 1.


8.
Molecular formula: C5H14NOS
Method: DFT, the ωB97M-V functional and the def2-TZVPD basis

```
22
Properties=species:S:1:pos:R:3:nbo_charge:R:1
H -0.0363 1.7950 0.1541 0.17
N -0.7627 0.0533 0.8133 -0.67
H -2.3681 -2.1719 0.1132 0.19
H -0.1263 0.3168 -3.0956 0.50
H 0.8608 0.4304 -0.5255 0.18
S -0.8785 -2.1483 -1.6805 -0.73
H 2.9643 -0.5354 2.1786 0.19
H 1.7579 -1.2399 1.1316 0.22
H 3.0011 -0.2647 0.3928 0.21
H 0.3318 1.3918 -2.1158 0.46
H -3.0872 -1.2518 -1.2999 0.18
H -1.7010 0.7041 -0.9573 0.18
O 0.2646 1.2052 -3.0553 -0.98
C 1.4307 0.8157 1.5954 -0.42
H 0.8105 0.8537 2.4939 0.22
H -0.4629 -0.9607 0.8990 0.36
H 2.0819 1.7159 1.6560 0.18
C -2.1997 -1.4408 -0.6799 -0.55
C -1.8783 -0.0273 -0.1704 -0.22
C 0.4377 0.8241 0.4389 -0.23
C 2.3635 -0.3513 1.3058 -0.61
H -2.8039 0.2863 0.4077 0.15
```

For the LUMO energy, the calculation gives 3.7 eV. As for the net charge: -1. The value obtained for the molar mass is 136.2 g mol⁻¹. As for the frontier orbital gap: 6.51 eV. Its energy above the lowest of the compared OMol25 structures with the same formula, charge and spin is 19.9 kcal per mole. As for the electronic energy: -727.099669 Ha. The spin multiplicity is 1.